Entry 1:
{"formula": "C20H17IIrN3OS3", "method": "ωB97M-V/def2-TZVPD", "species": ["Ir", "N", "C", "C", "C", "C", "C", "C", "C", "C", "C", "C", "C", "C", "H", "H", "H", "H", "H", "H", "H", "H", "H", "H", "S", "C", "N", "C", "O", "C", "S", "S", "H", "H", "H", "I", "C", "C", "C", "C", "C", "N", "H", "H", "H", "H"], "xyz": [[-0.321, 0.365, -0.538], [-0.021, -1.611, -0.326], [-1.017, -2.620, -0.624], [-0.849, -3.882, -0.079], [-1.771, -4.874, -0.360], [-2.852, -4.590, -1.186], [-3.006, -3.321, -1.717], [-2.081, -2.310, -1.446], [-2.331, -0.937, -1.953], [-2.894, -0.779, -3.227], [-3.440, 0.424, -3.616], [-3.504, 1.493, -2.713], [-2.911, 1.376, -1.480], [-2.187, 0.210, -1.134], [0.249, -1.708, 0.657], [0.826, -1.819, -0.857], [0.002, -4.082, 0.565], [-1.649, -5.860, 0.067], [-3.590, -5.351, -1.397], [-3.873, -3.093, -2.324], [-2.928, -1.632, -3.893], [-3.884, 0.519, -4.598], [-4.011, 2.409, -2.986], [-2.991, 2.191, -0.774], [2.938, 2.575, 1.601], [1.947, 1.463, 1.074], [1.213, 0.595, 0.708], [4.655, -0.645, 2.916], [4.522, -2.046, 2.579], [3.329, -2.535, 2.422], [3.071, -4.138, 2.006], [1.857, -1.774, 2.612], [5.704, -0.513, 3.155], [4.028, -0.402, 3.771], [4.376, -0.037, 2.059], [0.612, 1.778, -3.032], [-0.313, 2.987, -1.659], [-0.774, 4.258, -1.937], [-1.438, 4.931, -0.923], [-1.579, 4.334, 0.322], [-1.058, 3.074, 0.523], [-0.449, 2.392, -0.458], [-0.623, 4.700, -2.911], [-1.832, 5.923, -1.101], [-2.086, 4.837, 1.132], [-1.099, 2.581, 1.486]], "atomic_forces_ev_per_a": [[-0.056, -0.191, 1.160], [0.350, -1.071, -0.113], [0.220, -0.144, 0.216], [-0.067, -0.071, 0.027], [-0.032, 0.004, -0.037], [-0.006, 0.035, 0.033], [-0.021, -0.019, -0.089], [-0.056, 0.163, -0.104], [0.162, -0.291, 0.516], [-0.055, 0.132, -0.138], [-0.017, -0.110, 0.039], [0.001, -0.013, 0.013], [-0.247, -0.044, 0.214], [0.173, 0.422, -0.148], [0.198, -0.142, -0.075], [0.024, -0.185, 0.108], [-0.009, 0.019, -0.031], [-0.012, 0.003, -0.016], [0.018, 0.006, -0.011], [0.006, -0.024, 0.003], [0.011, 0.005, 0.023], [0.028, 0.014, -0.001], [0.011, -0.013, 0.003], [0.065, 0.033, -0.054], [-0.036, -0.122, -0.084], [-0.114, 0.181, 0.310], [-0.474, -0.077, -0.300], [0.009, -0.084, 0.003], [0.015, 0.103, 0.062], [-0.042, -0.230, -0.170], [-0.006, 0.041, 0.006], [0.019, -0.027, 0.246], [0.008, 0.006, -0.002], [-0.004, -0.008, 0.023], [-0.018, 0.015, -0.015], [0.491, 0.354, -1.342], [0.028, 0.124, 0.538], [0.057, 0.010, 0.141], [-0.002, 0.056, -0.014], [0.092, 0.112, 0.050], [0.345, -0.027, 0.221], [-0.932, 1.171, -1.144], [-0.014, -0.031, -0.013], [-0.013, -0.015, -0.002], [0.046, 0.017, 0.010], [-0.147, -0.086, -0.063]], "homo_ev": [-11.08, -11.06], "homo_lumo_gap_ev": [6.1, 6.0], "total_charge": 1, "spin_multiplicity": 2, "de_lowest_ev": 2.937}

***

Entry 2:
{"formula": "C20H17N3O3", "method": "ωB97M-V/def2-TZVPD", "species": ["N", "C", "C", "C", "N", "O", "C", "C", "C", "O", "C", "C", "C", "C", "C", "O", "N", "C", "C", "C", "C", "C", "C", "C", "C", "C", "H", "H", "H", "H", "H", "H", "H", "H", "H", "H", "H", "H", "H", "H", "H", "H", "H"], "xyz": [[1.939, -0.815, -3.806], [2.040, -0.620, -2.654], [2.086, -0.466, -1.230], [3.185, -0.862, -0.518], [4.321, -1.300, -1.150], [3.212, -0.887, 0.865], [2.270, -0.171, 1.611], [1.117, 0.332, 1.012], [0.162, 1.026, 1.882], [-0.934, 1.439, 1.499], [0.463, 1.211, 3.353], [1.950, 1.257, 3.673], [2.649, 0.015, 3.062], [0.847, 0.124, -0.502], [0.171, 1.339, -1.225], [0.639, 2.456, -1.160], [-1.120, 1.030, -1.625], [-2.213, 1.922, -2.064], [-3.357, 1.105, -2.664], [-3.867, -0.028, -1.690], [-2.679, -0.820, -1.172], [-2.831, -2.074, -0.564], [-1.709, -2.683, 0.009], [-0.437, -2.079, 0.078], [-0.327, -0.805, -0.546], [-1.406, -0.244, -1.186], [5.011, -1.810, -0.603], [4.213, -1.516, -2.183], [-0.033, 2.115, 3.657], [0.026, 0.402, 3.915], [2.127, 1.287, 4.746], [2.342, 2.216, 3.253], [2.401, -0.892, 3.623], [3.728, 0.112, 3.207], [-1.849, 2.707, -2.755], [-2.618, 2.452, -1.184], [-4.171, 1.778, -2.944], [-3.061, 0.622, -3.587], [-4.423, 0.472, -0.883], [-4.597, -0.711, -2.163], [-3.849, -2.427, -0.484], [-1.837, -3.677, 0.462], [0.421, -2.531, 0.636]], "atomic_forces_ev_per_a": [[0.345, 0.452, 2.174], [-0.303, -0.402, -1.418], [-0.334, 0.790, 1.116], [-1.005, -0.001, -0.757], [-0.216, -0.384, -0.480], [0.309, 0.511, -0.367], [-1.420, 0.891, -1.773], [2.786, -0.379, 0.053], [-1.910, 0.641, 0.068], [1.304, -0.609, -0.308], [0.979, -0.081, -0.004], [0.145, 0.258, -0.824], [0.006, 0.328, 0.078], [-0.582, -1.043, -0.019], [0.105, 2.116, 1.567], [-0.022, -0.287, -0.850], [0.637, 0.305, -0.699], [0.208, 0.348, 0.465], [-0.427, -0.944, 0.202], [0.300, 0.809, -0.520], [-0.290, -0.028, 0.251], [1.042, 1.302, -0.230], [0.228, -1.010, 0.653], [-0.560, 1.069, -0.766], [0.060, -2.916, 0.905], [-1.147, -0.758, 0.473], [-0.387, 0.148, -0.394], [0.325, 0.329, 2.071], [-0.268, 0.362, 0.099], [-0.450, -0.526, 0.083], [-0.017, -0.054, 0.071], [0.091, -0.881, 0.171], [-0.272, 0.038, -0.011], [0.014, -0.010, -0.526], [0.034, -0.655, 0.296], [0.323, -0.121, -0.095], [0.044, 0.003, 0.230], [0.345, -0.060, -0.256], [0.299, -0.249, 0.107], [0.404, 0.407, -0.071], [0.153, -0.581, 0.024], [0.053, 0.504, -0.123], [-0.932, 0.368, -0.666]], "homo_ev": -7.95, "homo_lumo_gap_ev": 8.0, "smiles": "N#CC1=C(N)OC2=C(C(=O)CCC2)[C@@]12C(=O)N1CCCc3cccc2c31", "de_lowest_ev": 1.748}

***

Entry 3:
{"formula": "C20H17N5OOsS3", "method": "ωB97M-V/def2-TZVPD", "species": ["Os", "O", "N", "C", "C", "C", "C", "C", "S", "H", "H", "H", "H", "C", "C", "C", "C", "N", "C", "S", "N", "H", "H", "H", "H", "H", "S", "C", "C", "C", "N", "C", "C", "C", "C", "C", "N", "C", "C", "H", "H", "H", "H", "H", "H", "H", "H"], "xyz": [[-1.221, -0.872, -2.340], [-0.012, -2.614, -2.338], [1.292, -2.574, -2.635], [1.945, -3.756, -2.633], [3.278, -3.809, -2.929], [3.948, -2.624, -3.235], [3.259, -1.434, -3.231], [1.896, -1.401, -2.924], [0.975, 0.066, -2.908], [1.328, -4.607, -2.389], [3.781, -4.764, -2.924], [5.001, -2.639, -3.476], [3.743, -0.498, -3.467], [-0.394, 3.301, -2.084], [-1.782, 2.882, -2.448], [-2.795, 3.789, -2.726], [-4.036, 3.283, -3.069], [-4.293, 1.975, -3.132], [-3.280, 1.186, -2.844], [-3.482, -0.570, -2.896], [-2.041, 1.571, -2.511], [-0.350, 4.363, -1.858], [0.283, 3.097, -2.916], [-0.041, 2.732, -1.224], [-2.618, 4.853, -2.679], [-4.863, 3.943, -3.300], [-1.527, -0.183, 4.439], [-1.354, -0.354, 2.708], [-2.526, -0.485, 1.956], [-2.442, -0.610, 0.591], [-1.267, -0.616, -0.065], [-0.144, -0.491, 0.655], [-0.140, -0.358, 2.026], [0.173, -0.070, 4.952], [0.889, -1.219, 5.249], [2.212, -1.078, 5.650], [2.821, 0.098, 5.768], [2.115, 1.192, 5.494], [0.789, 1.165, 5.083], [-3.497, -0.493, 2.434], [-3.332, -0.704, -0.016], [0.784, -0.487, 0.096], [0.801, -0.256, 2.548], [0.432, -2.197, 5.177], [2.804, -1.953, 5.891], [2.633, 2.137, 5.607], [0.253, 2.081, 4.874]], "atomic_forces_ev_per_a": [[-0.111, -0.015, -0.003], [-0.005, 0.006, 0.054], [0.031, -0.062, -0.008], [0.010, -0.023, -0.010], [-0.007, -0.016, 0.002], [-0.007, 0.019, 0.001], [0.029, 0.004, -0.006], [-0.064, 0.056, 0.013], [-0.025, 0.070, -0.022], [-0.008, 0.006, 0.001], [0.002, 0.004, -0.002], [-0.002, 0.004, -0.001], [0.003, -0.004, 0.000], [0.001, -0.013, -0.021], [-0.001, -0.031, 0.022], [0.011, 0.024, -0.008], [-0.030, -0.035, 0.014], [-0.027, 0.032, 0.051], [0.168, -0.027, -0.110], [0.078, 0.001, 0.014], [-0.033, 0.053, 0.008], [-0.002, 0.001, 0.003], [0.003, -0.003, 0.008], [0.006, -0.007, -0.002], [0.000, -0.001, -0.004], [-0.001, -0.002, -0.008], [0.046, 0.003, -0.038], [-0.067, 0.029, 0.029], [0.004, -0.015, 0.010], [0.059, 0.022, 0.047], [-0.088, -0.047, 0.021], [-0.013, -0.008, -0.014], [0.083, 0.007, -0.042], [-0.008, -0.030, 0.044], [0.005, 0.008, 0.020], [-0.005, -0.007, 0.018], [-0.026, 0.028, -0.020], [0.046, -0.027, 0.002], [-0.038, -0.005, -0.005], [-0.002, 0.015, -0.004], [-0.002, -0.018, -0.019], [0.005, -0.006, 0.001], [-0.019, -0.006, -0.034], [0.003, 0.003, -0.006], [0.000, 0.002, -0.005], [-0.007, 0.004, 0.005], [0.004, 0.005, 0.004]], "homo_ev": [-10.93, -11.73], "homo_lumo_gap_ev": [8.1, 7.2], "total_charge": 1, "spin_multiplicity": 6, "de_lowest_ev": 0.015}

***

Entry 4:
{"formula": "C20H18ClN2", "method": "ωB97M-V/def2-TZVPD", "species": ["Cl", "C", "C", "C", "C", "C", "N", "C", "C", "N", "C", "C", "C", "C", "C", "C", "C", "C", "C", "C", "C", "C", "C", "H", "H", "H", "H", "H", "H", "H", "H", "H", "H", "H", "H", "H", "H", "H", "H", "H", "H"], "xyz": [[4.188, -0.009, 2.976], [2.513, 0.013, 2.595], [1.884, 1.280, 2.451], [0.482, 1.281, 2.285], [-0.225, 0.064, 2.079], [-1.666, 0.056, 1.732], [-1.702, -0.027, 0.014], [-2.139, -1.179, -0.600], [-2.027, -1.031, -1.987], [-1.424, 0.199, -2.224], [-1.226, 0.775, -3.492], [-0.346, 1.864, -3.640], [-0.347, 2.569, -4.883], [-1.006, 1.929, -5.980], [-1.764, 0.739, -5.857], [-1.961, 0.238, -4.569], [-1.156, 0.726, -0.949], [-2.496, 1.198, 1.985], [-3.798, 0.836, 2.317], [-3.940, -0.648, 2.425], [-2.487, -1.177, 2.177], [0.428, -1.171, 2.339], [1.828, -1.218, 2.495], [2.427, 2.222, 2.554], [-0.057, 2.249, 2.207], [-2.534, -2.042, -0.056], [-2.245, -1.775, -2.757], [0.285, 2.143, -2.796], [0.124, 3.570, -4.951], [-0.889, 2.370, -6.952], [-2.200, 0.220, -6.729], [-2.725, -0.531, -4.354], [-0.658, 1.655, -0.864], [-2.115, 2.207, 1.939], [-4.652, 1.548, 2.429], [-4.659, -1.093, 1.716], [-4.195, -0.983, 3.439], [-2.504, -1.995, 1.457], [-2.069, -1.621, 3.106], [-0.131, -2.110, 2.302], [2.333, -2.173, 2.634]], "atomic_forces_ev_per_a": [[0.299, -0.044, -0.098], [-0.546, 0.383, -0.260], [-1.118, -1.317, 0.472], [0.273, -0.248, -1.060], [1.237, -0.059, 1.439], [0.274, -1.606, -1.479], [1.270, -1.216, -0.650], [-0.606, -0.063, -2.188], [0.248, -0.252, 1.708], [-0.107, -1.152, 3.774], [0.408, 0.788, -1.487], [-0.797, 0.161, -1.006], [-0.690, -1.609, 0.471], [0.388, 0.135, 0.821], [0.557, 0.661, 0.554], [-0.081, 0.056, 0.428], [-1.400, -0.511, -1.721], [-3.766, 0.651, 1.499], [1.953, 1.325, -0.789], [0.734, -0.713, 0.106], [-0.394, 0.054, 0.561], [0.731, 0.689, -1.093], [-1.002, 1.099, 0.507], [-0.038, -0.490, 0.027], [0.543, -0.778, 0.066], [0.234, 0.709, -0.891], [0.098, 0.582, 0.377], [-0.219, 0.270, -0.286], [-0.107, -1.042, -0.226], [-0.105, 0.169, -0.267], [0.188, 0.633, 0.595], [0.685, 0.424, -0.408], [0.166, 0.674, 0.451], [-0.252, 0.083, -0.169], [0.985, -0.689, 0.094], [0.123, 0.329, 0.293], [-0.446, 0.324, -0.284], [0.224, 0.224, 0.712], [-0.187, 0.618, -0.543], [0.248, 0.349, -0.046], [-0.005, 0.401, -0.003]], "homo_ev": -11.83, "homo_lumo_gap_ev": 8.8, "smiles": "Clc1ccc([C@]2([n+]3ccn(-c4ccccc4)c3)C=CCC2)cc1", "total_charge": 1, "de_lowest_ev": 1.244}